(1)
The following is a quantum chemistry calculation of a structure of composition C45H55BCrN7P2S3, from the OMol25 dataset.

Properties
total charge = +2
2S+1 = 2
gap between HOMO and LUMO (alpha / beta) = 7.00 / 7.31 eV

```
114
C45H55BCrN7P2S3 | the OMol25 dataset | the ωB97M-V functional and the def2-TZVPD basis
Cr 0.56 0.19 0.17
C -4.09 4.86 -1.80
C -3.18 3.68 -2.19
C -3.72 2.92 -3.39
C -1.79 4.22 -2.51
N -3.18 2.72 -1.01
C -4.39 2.27 -0.50
C -4.13 1.37 0.46
N -2.75 1.26 0.55
B -1.88 0.41 1.46
N -2.36 -1.02 1.67
C -3.51 -1.47 2.31
C -3.51 -2.81 2.23
N -2.37 -3.20 1.54
C -1.67 -2.09 1.22
S -0.07 -2.05 0.54
C -2.04 -4.67 1.35
C -1.29 -5.12 2.60
C -3.37 -5.42 1.21
C -1.22 -4.93 0.09
N -1.47 1.13 2.74
C -2.34 1.68 3.66
C -1.60 2.19 4.66
N -0.27 1.95 4.36
C -0.21 1.32 3.17
S 1.22 0.88 2.26
C 0.84 2.50 5.24
C 1.09 3.94 4.80
C 2.11 1.67 5.14
C 0.34 2.46 6.69
C -2.18 2.08 -0.36
S -0.46 2.29 -0.53
H -4.03 5.61 -2.59
H -3.76 5.31 -0.87
H -5.13 4.57 -1.71
H -3.84 3.62 -4.23
H -4.70 2.48 -3.19
H -3.03 2.13 -3.69
H -1.91 4.93 -3.32
H -1.12 3.44 -2.84
H -1.35 4.74 -1.66
H -5.33 2.63 -0.87
H -4.81 0.80 1.06
H -0.94 0.25 0.79
H -4.21 -0.81 2.80
H -4.22 -3.52 2.62
H -1.87 -4.93 3.50
H -0.33 -4.61 2.68
H -1.10 -6.20 2.54
H -3.91 -5.49 2.15
H -3.15 -6.44 0.90
H -4.01 -4.97 0.46
H -0.19 -4.59 0.17
H -1.67 -4.48 -0.79
H -1.20 -6.01 -0.06
H -3.41 1.68 3.53
H -1.91 2.70 5.55
H 1.50 3.97 3.79
H 1.81 4.40 5.48
H 0.18 4.53 4.83
H 2.63 1.80 4.20
H 1.91 0.60 5.29
H 2.77 2.00 5.94
H -0.42 3.21 6.90
H 1.18 2.67 7.35
H -0.05 1.47 6.95
N 2.46 -0.15 -2.23
P 0.75 -0.22 -2.28
C 0.32 -1.79 -3.06
C -0.93 -2.36 -2.82
C -1.31 -3.51 -3.51
C -0.44 -4.08 -4.42
C 0.81 -3.52 -4.66
C 1.18 -2.36 -3.99
C 0.38 1.00 -3.56
C -0.59 0.75 -4.54
C -0.82 1.68 -5.54
C -0.09 2.86 -5.59
C 0.87 3.12 -4.62
C 1.09 2.21 -3.61
P 2.83 -0.15 -0.56
C 4.37 0.75 -0.39
C 4.69 1.29 0.86
C 5.92 1.89 1.06
C 6.83 1.96 0.02
C 6.52 1.43 -1.23
C 5.29 0.82 -1.43
C 3.24 -1.88 -0.15
C 3.59 -2.79 -1.15
C 3.92 -4.09 -0.80
C 3.90 -4.48 0.53
C 3.56 -3.57 1.52
C 3.22 -2.27 1.18
H 2.92 0.52 -2.84
H -1.60 -1.92 -2.10
H -2.28 -3.95 -3.34
H -0.73 -4.98 -4.96
H 1.49 -3.96 -5.38
H 2.15 -1.91 -4.18
H -1.14 -0.18 -4.53
H -1.57 1.47 -6.30
H -0.26 3.57 -6.39
H 1.44 4.04 -4.66
H 1.82 2.44 -2.84
H 3.97 1.25 1.67
H 6.17 2.30 2.03
H 7.80 2.43 0.17
H 7.23 1.49 -2.04
H 5.06 0.40 -2.40
H 3.61 -2.48 -2.19
H 4.19 -4.80 -1.58
H 4.16 -5.50 0.79
H 3.56 -3.88 2.56
H 2.95 -1.57 1.96
```



(2)
The following is a quantum chemistry calculation of a structure of composition C45H55Cl5N7O2Si4Y, from the OMol25 dataset.

Properties
total charge = 0
gap between HOMO and LUMO = 7.51 eV

```
119
C45H55Cl5N7O2Si4Y | the OMol25 dataset | the ωB97M-V functional and the def2-TZVPD basis
Y -0.67 0.70 -0.74
C -4.37 1.03 -0.76
Si -3.80 1.95 0.80
C -5.02 3.39 0.91
C -4.37 0.88 2.25
C -2.00 2.45 0.70
Si -1.97 4.19 -0.08
C -2.85 4.38 -1.76
C -0.22 4.83 -0.37
C -2.79 5.58 0.95
Si -0.95 2.66 2.21
C -1.01 1.39 3.64
C -1.01 4.26 3.23
C 0.87 2.56 1.61
C 1.93 3.24 2.21
C 3.21 3.14 1.70
C 3.42 2.34 0.59
C 2.34 1.67 0.05
N 1.10 1.78 0.54
H -5.32 0.54 -0.54
H -3.70 0.25 -1.11
H -4.55 1.71 -1.59
H -6.03 2.96 0.90
H -4.97 4.10 0.08
H -4.92 3.96 1.83
H -5.46 0.97 2.26
H -4.02 1.21 3.23
H -4.14 -0.18 2.15
H -2.15 4.29 -2.59
H -3.24 5.40 -1.78
H -3.69 3.71 -1.94
H 0.45 4.13 -0.87
H 0.26 5.15 0.56
H -0.30 5.72 -1.00
H -3.66 5.97 0.43
H -2.08 6.40 1.05
H -3.12 5.30 1.95
H -1.96 0.87 3.77
H -0.83 1.95 4.56
H -0.22 0.65 3.58
H -1.99 4.38 3.70
H -0.79 5.18 2.69
H -0.28 4.16 4.03
H 1.74 3.88 3.07
H 4.02 3.69 2.15
H 4.40 2.24 0.14
H 2.44 1.02 -0.81
N -3.47 -2.37 -1.01
C -2.94 -2.17 0.25
C -3.39 -3.05 1.25
C -2.91 -2.93 2.53
C -2.00 -1.92 2.80
C -1.63 -1.09 1.77
N -2.07 -1.19 0.50
C -2.89 -2.16 -2.26
C -3.44 -2.89 -3.34
C -2.87 -2.74 -4.58
C -1.79 -1.88 -4.73
C -1.34 -1.20 -3.62
N -1.88 -1.32 -2.39
H -4.20 -3.06 -1.03
H -4.09 -3.84 0.99
H -3.24 -3.62 3.30
H -1.59 -1.76 3.79
H -0.94 -0.29 1.95
H -4.28 -3.55 -3.18
H -3.27 -3.28 -5.43
H -1.30 -1.73 -5.68
H -0.51 -0.51 -3.69
Cl -0.39 4.10 -7.59
C -0.17 3.53 -5.98
C -1.20 2.87 -5.32
Cl -2.71 2.61 -6.10
C -1.00 2.41 -4.03
Cl -2.25 1.60 -3.15
C 0.21 2.57 -3.33
O 0.38 2.12 -2.15
C 1.23 3.26 -4.03
Cl 2.73 3.48 -3.20
C 1.05 3.72 -5.32
Cl 2.33 4.54 -6.12
N 3.84 -5.37 2.28
C 4.80 -6.01 3.04
C 5.34 -7.29 2.99
C 6.31 -7.59 3.93
C 6.73 -6.64 4.88
C 6.19 -5.37 4.92
C 5.21 -5.05 3.98
N 4.52 -3.87 3.79
C 3.72 -4.10 2.78
C 2.80 -3.10 2.22
C 1.86 -3.41 1.24
C 1.04 -2.41 0.76
N 1.09 -1.15 1.19
C 1.98 -0.86 2.14
C 2.85 -1.79 2.68
H 3.35 -5.75 1.49
H 5.02 -8.02 2.26
H 6.76 -8.57 3.93
H 7.49 -6.92 5.59
H 6.51 -4.64 5.64
H 1.75 -4.41 0.83
H 0.32 -2.61 -0.02
H 2.01 0.17 2.47
H 3.56 -1.51 3.45
C 3.58 -1.47 -1.48
Si 1.96 -1.43 -2.43
C 2.31 -0.65 -4.11
C 1.42 -3.22 -2.71
O 0.85 -0.59 -1.61
H 4.30 -2.16 -1.94
H 3.44 -1.79 -0.44
H 4.06 -0.49 -1.46
H 3.27 -0.99 -4.50
H 2.36 0.44 -4.01
H 1.56 -0.88 -4.86
H 2.04 -3.68 -3.48
H 0.38 -3.29 -3.04
H 1.52 -3.82 -1.81
```